Molecular formula: C29H65Cl14N4O8P
Method: DFT, ωB97M-V/def2-TZVPD

Computed properties:
Kohn-Sham gap	9.29	eV
energy	-238075.6633	eV
structure (SMILES)	COP(=O)(OC)OC.CNC(C)=O.CNC(C)=O.CNC(C)=O.CNC(C)=O.ClCCCl.ClCCCl.ClCCCl.ClCCCl.ClCCCl.ClCCCl.ClCCCl
HOMO	-9.40	eV

```
121
Properties=species:S:1:pos:R:3:lowdin_charge:R:1
C 0.00 0.93 -2.52 0.00
C 0.18 0.98 -1.03 -0.56
O 0.39 2.02 -0.42 0.02
N 0.15 -0.21 -0.41 0.04
C 0.32 -0.39 1.00 -0.08
H -0.14 1.94 -2.92 0.06
H -0.87 0.34 -2.79 0.05
H 0.92 0.54 -2.96 0.08
H 0.09 -1.04 -0.99 0.08
H -0.31 -1.17 1.44 0.06
H -0.01 0.47 1.59 0.08
H 1.37 -0.58 1.25 0.05
C -1.75 -2.74 -3.36 0.02
C -0.31 -3.08 -3.00 -0.52
O 0.40 -2.29 -2.40 0.00
N 0.13 -4.28 -3.44 0.01
C 1.52 -4.72 -3.40 -0.04
H -1.84 -1.66 -3.48 0.07
H -2.47 -3.07 -2.62 0.06
H -1.92 -3.17 -4.35 0.08
H -0.53 -4.86 -3.93 0.13
H 1.55 -5.80 -3.24 0.09
H 2.03 -4.19 -2.60 0.06
H 1.98 -4.45 -4.35 0.09
C -2.30 -1.36 3.98 0.01
C -2.36 0.17 3.95 -0.54
O -3.33 0.79 3.52 0.01
N -1.19 0.80 4.19 0.02
C -0.97 2.25 4.17 -0.05
H -2.87 -1.69 4.85 0.10
H -1.30 -1.71 4.17 0.07
H -2.77 -1.75 3.08 0.04
H -0.41 0.27 4.53 0.12
H -1.38 2.63 3.23 0.08
H 0.10 2.41 4.19 0.05
H -1.52 2.73 4.98 0.09
C -1.36 5.89 4.43 0.01
C -0.45 5.16 3.48 -0.55
O 0.36 4.35 3.94 -0.03
N -0.69 5.27 2.16 0.03
C 0.10 4.64 1.12 -0.06
H -2.12 6.49 3.92 0.08
H -0.81 6.60 5.04 0.09
H -1.88 5.14 5.03 0.08
H -1.50 5.80 1.88 0.13
H 0.43 5.37 0.39 0.06
H -0.56 3.92 0.62 0.05
H 0.92 4.06 1.52 0.08
C -3.22 -4.97 2.43 -0.11
O -2.01 -4.27 2.80 -0.27
P -1.00 -5.10 3.69 0.36
O -1.55 -5.42 5.01 -0.21
O -0.73 -6.36 2.72 -0.22
C 0.02 -7.43 3.30 -0.10
O 0.36 -4.27 3.68 -0.20
C 0.93 -3.58 2.58 -0.10
H -3.31 -5.91 2.96 0.08
H -3.22 -5.23 1.37 0.07
H -4.06 -4.32 2.64 0.09
H -0.50 -8.37 3.09 0.09
H 0.16 -7.34 4.38 0.09
H 1.00 -7.54 2.84 0.09
H 1.75 -4.16 2.17 0.08
H 1.25 -2.58 2.90 0.07
H 0.21 -3.44 1.76 0.08
Cl 2.63 4.27 -1.93 0.55
C 3.80 3.20 -1.09 -0.69
C 4.95 2.86 -2.00 -0.68
Cl 5.99 4.31 -2.19 0.54
H 3.15 2.37 -0.83 0.02
H 4.03 3.72 -0.17 0.05
H 4.61 2.49 -2.96 0.07
H 5.57 2.11 -1.50 0.04
Cl 3.75 -0.75 -6.42 0.56
C 2.20 -0.77 -5.55 -0.67
C 1.09 -1.39 -6.37 -0.65
Cl -0.13 -0.21 -6.90 0.55
H 1.98 0.22 -5.15 0.06
H 2.46 -1.29 -4.63 0.04
H 0.56 -2.11 -5.75 0.05
H 1.48 -1.89 -7.25 0.06
Cl 4.50 0.82 4.95 0.57
C 3.06 1.59 4.32 -0.69
C 2.68 1.11 2.92 -0.67
Cl 4.02 1.34 1.79 0.60
H 3.18 2.67 4.39 0.08
H 2.22 1.35 4.98 0.06
H 1.85 1.74 2.61 0.06
H 2.39 0.07 2.98 0.05
Cl 4.48 -0.50 -1.54 0.60
C 3.56 -2.01 -1.40 -0.68
C 4.16 -2.95 -0.38 -0.65
Cl 4.18 -2.19 1.20 0.59
H 3.46 -2.43 -2.41 0.05
H 2.50 -1.80 -1.21 0.04
H 5.19 -3.23 -0.62 0.07
H 3.53 -3.84 -0.37 0.07
Cl -5.66 -1.39 -1.05 0.58
C -4.33 -0.30 -0.62 -0.67
C -3.52 -0.79 0.56 -0.61
Cl -2.84 -2.41 0.28 0.63
H -4.75 0.68 -0.38 0.01
H -3.69 -0.20 -1.49 0.05
H -4.09 -0.77 1.49 0.07
H -2.68 -0.13 0.78 0.06
Cl -3.12 2.09 -3.19 0.61
C -2.72 2.74 -1.55 -0.59
C -4.00 2.66 -0.74 -0.67
Cl -3.64 3.18 0.92 0.64
H -2.37 3.76 -1.69 0.03
H -1.95 2.08 -1.17 0.04
H -4.55 1.73 -0.73 -0.01
H -4.71 3.36 -1.17 0.08
Cl -0.22 3.37 -6.17 0.52
C 0.15 4.43 -4.76 -0.67
C -1.12 5.01 -4.17 -0.59
Cl -0.62 5.72 -2.58 0.54
H 0.92 5.12 -5.08 0.07
H 0.63 3.75 -4.07 0.01
H -1.78 4.19 -3.93 -0.01
H -1.55 5.82 -4.74 0.07
```

Molecular formula: C40H46BrF41N2O10S
Method: DFT, ωB97M-V/def2-TZVPD

Computed properties:
Kohn-Sham gap	10.27	eV
energy	-257976.4906	eV
structure (SMILES)	CCCCCCCCC[C@@]1(C(=O)NC(=O)F)[C@H](Br)CS(=O)(=O)O[C@@H]1N.FC(F)C(F)(F)COC(F)(F)C(F)F.FC(F)C(F)(F)COC(F)(F)C(F)F.FC(F)C(F)(F)COC(F)(F)C(F)F.FC(F)C(F)(F)COC(F)(F)C(F)F.FC(F)C(F)(F)COC(F)(F)C(F)F
HOMO	-10.39	eV

```
141
Properties=species:S:1:pos:R:3:lowdin_charge:R:1
C 5.66 2.78 2.31 -0.11
C 7.09 2.57 1.77 -0.25
C 7.38 1.21 1.12 -0.21
C 7.00 -0.03 1.93 -0.20
C 6.45 -1.21 1.12 -0.21
C 4.95 -1.14 0.81 -0.20
C 4.54 0.05 -0.05 -0.18
C 3.15 -0.10 -0.71 -0.15
C 2.09 -0.72 0.21 -0.11
C 0.70 -0.03 0.14 -0.33
C 0.35 0.04 -1.34 -0.44
O 0.48 -0.91 -2.05 0.15
N -0.20 1.27 -1.87 0.18
C 0.82 2.08 -2.44 -0.51
O 1.35 1.98 -3.48 0.21
F 1.15 3.08 -1.58 0.10
C -0.33 -0.93 0.87 -0.58
Br -2.06 -1.09 -0.03 0.82
C -0.63 -0.48 2.30 -0.26
S 0.70 0.29 3.19 0.62
O 0.09 1.09 4.20 -0.26
O 1.68 -0.69 3.56 -0.25
O 1.37 1.24 2.11 -0.18
C 0.78 1.36 0.80 -0.33
N -0.47 2.09 0.86 0.13
H 5.68 3.30 3.27 0.07
H 5.06 3.38 1.63 0.06
H 5.13 1.84 2.48 0.05
H 7.27 3.34 1.01 0.10
H 7.82 2.77 2.55 0.10
H 6.93 1.19 0.12 0.09
H 8.46 1.18 0.95 0.11
H 7.90 -0.39 2.43 0.11
H 6.29 0.21 2.73 0.10
H 6.62 -2.12 1.71 0.11
H 7.02 -1.33 0.20 0.12
H 4.67 -2.05 0.26 0.12
H 4.41 -1.15 1.75 0.11
H 4.56 0.98 0.53 0.10
H 5.27 0.16 -0.86 0.11
H 3.25 -0.72 -1.60 0.12
H 2.84 0.89 -1.05 0.10
H 1.92 -1.76 -0.06 0.10
H 2.42 -0.72 1.25 0.10
H -0.84 1.02 -2.62 0.12
H 0.05 -1.94 0.88 0.09
H -0.92 -1.33 2.91 0.12
H -1.44 0.25 2.31 0.07
H 1.53 1.93 0.24 0.14
H -0.41 2.93 0.30 0.07
H -0.65 2.39 1.81 0.08
C -4.41 5.37 -3.56 -0.04
C -4.61 5.78 -5.03 -0.45
C -5.48 4.88 -5.91 -0.31
F -4.94 3.64 -6.00 0.10
F -5.53 5.41 -7.15 0.10
F -3.43 6.01 -5.62 0.14
F -5.30 6.96 -4.97 0.10
O -3.22 4.67 -3.25 0.06
C -3.11 3.32 -3.32 -0.55
C -2.04 2.90 -4.34 -0.28
F -2.30 3.42 -5.54 0.12
F -2.04 1.54 -4.43 0.09
F -4.28 2.72 -3.57 0.16
F -2.69 2.88 -2.11 0.13
H -4.32 6.31 -3.02 0.15
H -5.29 4.85 -3.18 0.15
H -6.49 4.81 -5.51 0.17
H -1.05 3.23 -4.02 0.16
C -2.10 3.09 6.09 -0.04
C -2.56 4.07 7.17 -0.44
C -3.63 3.60 8.16 -0.30
F -4.78 3.30 7.53 0.10
F -3.88 4.62 9.02 0.10
F -2.93 5.24 6.62 0.14
F -1.46 4.29 7.95 0.10
O -2.69 3.19 4.81 0.03
C -3.86 2.58 4.50 -0.55
C -4.96 3.58 4.12 -0.29
F -5.17 4.47 5.11 0.11
F -6.11 2.90 3.91 0.10
F -4.27 1.73 5.45 0.16
F -3.64 1.84 3.37 0.13
H -1.05 3.33 5.92 0.14
H -2.12 2.06 6.46 0.15
H -3.28 2.74 8.72 0.17
H -4.68 4.12 3.21 0.17
C 0.85 -3.93 -2.91 -0.04
C 0.96 -4.99 -4.01 -0.44
C 0.00 -6.17 -3.95 -0.31
F 0.18 -6.88 -2.81 0.09
F 0.26 -7.00 -4.99 0.09
F 2.23 -5.43 -4.11 0.14
F 0.64 -4.34 -5.17 0.11
O 1.75 -4.05 -1.82 0.05
C 1.47 -4.79 -0.72 -0.54
C 2.48 -5.93 -0.51 -0.28
F 2.53 -6.72 -1.60 0.10
F 2.09 -6.67 0.55 0.10
F 0.21 -5.25 -0.70 0.16
F 1.61 -3.98 0.37 0.12
H 1.14 -2.99 -3.38 0.14
H -0.18 -3.81 -2.57 0.15
H -1.04 -5.83 -4.01 0.17
H 3.47 -5.51 -0.32 0.18
C -1.30 -10.13 -4.54 -0.04
C -2.58 -9.28 -4.51 -0.43
C -3.77 -9.80 -3.70 -0.31
F -4.20 -10.97 -4.19 0.10
F -4.78 -8.90 -3.80 0.10
F -2.96 -8.95 -5.76 0.15
F -2.22 -8.12 -3.87 0.09
O -1.13 -10.96 -5.67 0.06
C -1.61 -12.23 -5.72 -0.55
C -2.62 -12.42 -6.86 -0.29
F -3.63 -11.54 -6.75 0.10
F -3.13 -13.67 -6.79 0.10
F -2.12 -12.63 -4.54 0.15
F -0.57 -13.05 -6.01 0.14
H -0.49 -9.40 -4.61 0.14
H -1.18 -10.67 -3.61 0.15
H -3.50 -9.91 -2.65 0.17
H -2.12 -12.28 -7.82 0.17
C -0.42 5.43 3.63 -0.05
C -0.28 6.14 2.28 -0.43
C 1.11 6.58 1.83 -0.31
F 1.64 7.48 2.68 0.10
F 1.00 7.17 0.62 0.10
F -1.15 7.16 2.20 0.15
F -0.65 5.20 1.35 0.08
O -0.83 6.21 4.73 0.05
C 0.07 6.90 5.50 -0.54
C -0.17 8.42 5.44 -0.28
F -0.14 8.86 4.17 0.10
F 0.81 9.03 6.14 0.10
F 1.34 6.59 5.19 0.15
F -0.13 6.55 6.79 0.14
H -1.23 4.72 3.49 0.13
H 0.47 4.84 3.87 0.15
H 1.78 5.72 1.75 0.17
H -1.14 8.65 5.89 0.18
```

Molecular formula: C17H15Cl5FN2O2ReSSbSe4
Method: DFT, ωB97M-V/def2-TZVPD

Computed properties:
Kohn-Sham gap (alpha / beta)	5.12 / 5.11	eV
spin multiplicity	2
charge	-2
energy	-371171.3145	eV
HOMO (alpha / beta)	-1.79 / -1.78	eV

```
49
Properties=species:S:1:pos:R:3:lowdin_spin:R:1
Re -0.07 -1.53 1.11 0.87
Se 5.25 -4.60 2.06 0.01
Sb 3.18 -5.78 1.82 0.00
Se 1.24 -3.72 0.61 0.02
Se 0.30 -2.41 -1.07 -0.04
Se 2.01 -5.74 3.89 0.00
Cl -4.39 0.61 -6.88 0.00
C -3.22 0.35 -5.63 0.00
C -3.60 -0.07 -4.35 0.00
Cl -5.29 -0.32 -4.03 0.00
C -2.67 -0.28 -3.36 0.00
Cl -3.15 -0.79 -1.78 0.00
C -1.26 -0.09 -3.56 0.00
O -0.41 -0.28 -2.66 0.00
C -0.92 0.34 -4.88 0.00
Cl 0.76 0.61 -5.18 0.00
C -1.86 0.56 -5.87 0.00
Cl -1.35 1.09 -7.45 0.00
C 3.38 -0.79 0.74 0.00
C 2.64 -0.44 2.02 0.02
C 2.98 0.98 2.45 0.00
C 2.89 -1.43 3.14 0.00
O 1.19 -0.38 1.76 0.07
H 4.42 -0.45 0.82 0.00
H 2.91 -0.29 -0.11 0.00
H 3.39 -1.87 0.57 0.00
H 4.03 1.04 2.73 0.00
H 2.37 1.26 3.31 0.00
H 2.78 1.68 1.64 0.00
H 3.96 -1.52 3.34 0.00
H 2.54 -2.43 2.87 0.00
H 2.37 -1.12 4.05 0.00
N -2.45 -0.52 3.41 0.00
C -2.17 0.44 2.51 0.00
N -1.45 0.25 1.43 0.00
C -1.28 1.47 0.74 0.00
C -0.58 1.63 -0.44 0.00
C -0.51 2.89 -1.01 0.00
C -1.11 3.99 -0.40 0.00
C -1.81 3.84 0.79 0.00
C -1.89 2.57 1.34 0.00
S -2.71 2.08 2.80 0.00
H -2.32 -1.48 3.10 0.00
H -3.10 -0.31 4.15 0.00
H -0.15 0.77 -0.95 0.00
H 0.02 3.01 -1.94 0.00
H -1.05 4.97 -0.86 0.00
H -2.29 4.69 1.27 0.00
F -1.55 -2.49 1.92 0.05
```